w.
This record from OMol25 describes a cluster of 11 separate species, C33H88O11 in total. The level of theory is ωB97M-V with the def2-TZVPD basis set.

```
132
Properties=species:S:1:pos:R:3
C -4.5586 -4.2596 3.6109
C -3.1064 -3.8755 3.4405
C -2.7686 -2.6816 2.5398
O -2.5537 -3.6593 4.7466
H -5.1092 -3.5433 4.2218
H -4.7648 -5.2566 4.0024
H -5.0280 -4.3138 2.6219
H -2.5768 -4.7736 3.0901
H -3.3075 -1.8007 2.8810
H -2.9501 -2.8697 1.4823
H -1.6829 -2.6200 2.6010
H -1.6619 -3.3078 4.6723
C 2.7689 -1.5146 4.9688
C 1.2817 -1.2119 4.9127
C 0.6209 -1.4523 3.5599
O 0.6166 -2.0739 5.8719
H 3.2238 -1.0148 5.8201
H 3.2721 -1.1513 4.0675
H 2.8822 -2.5974 5.0309
H 1.1443 -0.1969 5.2879
H 0.8028 -2.4907 3.2619
H 1.2296 -0.8634 2.8619
H -0.4181 -1.1718 3.4413
H 0.5355 -2.9557 5.4982
C 1.7903 0.6397 -0.7588
C 1.3828 -0.7033 -0.1891
C -0.1267 -0.8415 -0.0016
O 1.7809 -1.6815 -1.1526
H 2.8076 0.8368 -1.0988
H 1.6232 1.4336 -0.0189
H 1.1724 0.8652 -1.6343
H 1.9132 -0.8134 0.7629
H -0.4855 -0.2281 0.8315
H -0.3434 -1.8900 0.2245
H -0.7609 -0.6053 -0.8581
H 1.7613 -2.5385 -0.6915
C 5.1570 2.4384 -1.4729
C 5.0520 3.2763 -0.1973
C 4.8440 2.4343 1.0619
O 6.1894 4.1060 -0.0166
H 5.7500 1.5228 -1.4565
H 5.7707 3.0340 -2.1658
H 4.2118 2.4084 -2.0141
H 4.2030 3.9385 -0.3636
H 4.5447 3.0882 1.8830
H 5.8183 2.0174 1.3326
H 4.1302 1.6173 0.9638
H 6.9674 3.5428 0.0635
C 0.6789 3.7154 2.2284
C 0.8877 2.4435 3.0140
C 2.0368 2.5803 4.0165
O -0.2758 2.0632 3.7796
H 0.4640 3.6340 1.1613
H 1.6346 4.2644 2.2204
H 0.0760 4.5484 2.6065
H 1.1090 1.5934 2.3622
H 3.0077 2.7684 3.5453
H 2.2508 1.6542 4.5560
H 1.7659 3.3381 4.7535
H -0.6256 2.8982 4.1137
C -5.3518 -2.2454 -0.1508
C -4.7612 -0.8779 -0.4792
C -3.7247 -0.9827 -1.6136
O -5.8405 -0.0691 -0.9403
H -5.7509 -2.8096 -1.0056
H -6.3121 -2.1142 0.3543
H -4.6270 -2.9192 0.2961
H -4.3479 -0.4279 0.4249
H -2.9352 -1.7182 -1.4565
H -3.2530 -0.0154 -1.8026
H -4.2800 -1.2322 -2.5190
H -5.4980 0.8363 -0.7984
C 1.1055 4.6092 -2.2483
C 1.5119 5.7376 -1.3127
C 2.9288 6.2172 -1.5578
O 0.6338 6.8424 -1.5498
H 0.0761 4.3311 -2.0202
H 1.7243 3.7265 -2.0809
H 1.1893 4.9123 -3.2916
H 1.4093 5.3478 -0.2913
H 3.0101 6.7319 -2.5188
H 3.6106 5.3842 -1.7683
H 3.3410 6.8039 -0.7378
H 0.9958 7.6271 -1.1297
C -1.6544 -2.8128 -4.0496
C -1.2107 -3.7912 -2.9679
C -1.3843 -5.2762 -3.2757
O 0.1941 -3.5600 -2.7117
H -0.8904 -2.6524 -4.8115
H -1.7869 -1.8216 -3.6069
H -2.5912 -3.1706 -4.4812
H -1.6814 -3.5190 -2.0147
H -2.3778 -5.4686 -3.6749
H -1.0846 -5.8199 -2.3869
H -0.7241 -5.4460 -4.1314
H 0.3513 -2.6162 -2.5806
C -2.9069 2.7876 0.9833
C -3.6335 3.3101 -0.2535
C -2.6250 3.8635 -1.2529
O -4.3585 2.2299 -0.8673
H -3.5814 2.2190 1.6250
H -2.3491 3.5459 1.5229
H -2.2128 2.0185 0.6263
H -4.3854 4.0647 -0.0095
H -2.0701 3.0421 -1.7139
H -1.9641 4.5953 -0.7933
H -3.1203 4.3033 -2.1259
H -4.4051 2.4369 -1.8077
C 0.9687 -5.9835 0.4710
C 2.0280 -4.9308 0.8744
C 3.2169 -5.5684 1.6034
O 2.5727 -4.3066 -0.2988
H 0.3435 -5.6338 -0.3528
H 0.2775 -6.2858 1.2570
H 1.5277 -6.8606 0.1359
H 1.4976 -4.1733 1.4506
H 2.9704 -5.6868 2.6684
H 3.9907 -4.8040 1.6207
H 3.4991 -6.5522 1.2423
H 2.6165 -4.9520 -1.0134
C -1.0324 1.6321 -3.8810
C -0.0510 1.1935 -4.9868
C -0.4669 1.5770 -6.3935
O 1.2235 1.8174 -4.7658
H -1.1860 2.7111 -3.9709
H -0.6230 1.4388 -2.8928
H -1.9977 1.1639 -4.0810
H 0.0404 0.1026 -4.9247
H 0.3257 1.4317 -7.1259
H -0.7201 2.6394 -6.4139
H -1.2994 0.9676 -6.7572
H 1.8203 1.1618 -4.3918
```

## Properties
SMILES string: CC(C)O.CC(C)O.CC(C)O.CC(C)O.CC(C)O.CC(C)O.CC(C)O.CC(C)O.CC(C)O.CC(C)O.CC(C)O
Spin multiplicity: 1
Frontier orbital gap, eV: 10.2

=====

x.
This record from OMol25 describes a cluster of 11 separate species, C33H88O11 in total. The level of theory is ωB97M-V with the def2-TZVPD basis set.

```
132
Properties=species:S:1:pos:R:3
C 2.0699 4.7131 4.3800
C 0.7045 4.0693 4.2195
C 0.8315 2.8985 3.2364
O 0.2815 3.6408 5.5028
H 1.9987 5.6200 4.9830
H 2.6099 4.9081 3.4507
H 2.7103 4.0298 4.9465
H -0.0406 4.7579 3.8181
H -0.0305 2.2307 3.3007
H 1.7016 2.3198 3.5648
H 0.9672 3.2539 2.2161
H 0.7822 2.8730 5.7950
C -1.3549 -3.9283 2.3998
C -2.5132 -3.0038 2.7667
O -2.3879 -1.7720 2.0890
C -3.6143 -1.0062 2.0754
C -4.0522 -0.7243 3.5049
H -1.3700 -4.1922 1.3437
H -0.4177 -3.4110 2.6263
H -1.2403 -4.8337 2.9971
H -3.4466 -3.4919 2.4597
H -2.5169 -2.8981 3.8561
H -3.2497 -0.0920 1.6092
H -4.4016 -1.4205 1.4422
H -4.3997 -1.5990 4.0499
H -4.9068 -0.0433 3.4702
H -3.2222 -0.2333 4.0103
C -3.4159 1.6622 -1.8555
C -2.6205 2.4397 -0.8098
O -3.4331 2.8269 0.2823
C -2.7084 2.9152 1.5062
C -3.6021 3.5744 2.5258
H -4.4555 1.9589 -1.9842
H -2.8552 1.5816 -2.7867
H -3.5093 0.6213 -1.5219
H -1.8579 1.7702 -0.3940
H -2.0990 3.2829 -1.2745
H -2.4126 1.9091 1.8190
H -1.8145 3.5340 1.3590
H -3.1205 3.4398 3.5015
H -4.5722 3.0771 2.5226
H -3.7343 4.6525 2.4528
C 4.5430 0.1050 2.5379
C 4.8169 -0.8530 1.3845
O 4.3558 -0.2278 0.1960
C 4.4859 -1.0905 -0.9184
C 4.0458 -0.3689 -2.1873
H 3.5149 0.4724 2.4606
H 4.6254 -0.3730 3.5115
H 5.1679 0.9933 2.4375
H 5.8846 -1.0651 1.2700
H 4.2656 -1.7845 1.5585
H 5.5171 -1.4344 -1.0641
H 3.8900 -2.0002 -0.7852
H 2.9572 -0.3932 -2.2622
H 4.3819 -0.9425 -3.0561
H 4.4519 0.6328 -2.2930
C 0.1569 -0.9626 4.0262
C 0.4094 -2.1264 4.9607
O 0.8748 -1.6771 6.1985
C 0.9469 -2.5970 7.2763
C 2.0972 -3.5894 7.0447
H 0.0153 -1.4047 3.0398
H -0.7580 -0.3934 4.2029
H 0.9741 -0.2434 3.9963
H -0.4615 -2.7904 5.0742
H 1.2304 -2.7099 4.5087
H 1.2056 -2.0520 8.1785
H -0.0214 -3.1033 7.3115
H 3.0865 -3.1410 7.1450
H 2.1061 -4.0393 6.0502
H 2.0473 -4.4293 7.7437
C -3.6800 0.6302 -8.8343
C -3.3487 0.2672 -7.4117
O -1.9685 0.4190 -7.1929
C -1.6080 0.0642 -5.8676
C -0.1198 0.3002 -5.6640
H -4.7523 0.5964 -9.0319
H -3.3296 1.6325 -9.0916
H -3.2036 -0.0218 -9.5718
H -3.8840 0.9815 -6.7682
H -3.7003 -0.7494 -7.2029
H -2.1465 0.7116 -5.1625
H -1.9166 -0.9628 -5.6645
H 0.2666 -0.0431 -4.7048
H 0.0829 1.3622 -5.7855
H 0.4423 -0.2570 -6.4167
C -3.8327 -2.9567 -4.8447
C -3.7155 -2.7169 -3.3472
O -2.4305 -2.1025 -3.1331
H -2.9545 -3.4395 -5.2765
H -4.0529 -2.0164 -5.3422
H -4.6226 -3.6676 -5.1079
H -3.7458 -3.6245 -2.7427
H -4.4906 -1.9924 -3.0865
H -2.4661 -1.7100 -2.2483
C 4.0503 4.8066 -0.4783
C 3.3213 3.5925 0.0546
O 3.5688 2.4193 -0.7102
H 5.1375 4.7258 -0.5024
H 3.8920 5.6738 0.1751
H 3.6578 5.1554 -1.4321
H 2.2512 3.8212 0.0941
H 3.5954 3.3503 1.0867
H 3.7583 1.6332 -0.1884
C 0.5177 -4.4466 -1.0216
C 1.6598 -5.2788 -1.5647
O 2.4218 -5.8121 -0.4690
H 0.8401 -3.6263 -0.3662
H -0.1091 -5.0164 -0.3328
H -0.1053 -3.9174 -1.7445
H 2.4081 -4.6793 -2.1007
H 1.2483 -6.0253 -2.2496
H 2.8465 -6.6118 -0.7945
C 0.7187 0.1273 0.2323
C 0.0442 -0.5987 -0.9424
O -1.2493 -1.0180 -0.5293
H 0.4269 1.1783 0.2288
H 1.8090 0.0990 0.2731
H 0.3527 -0.3720 1.1295
H 0.5179 -1.5266 -1.2868
H -0.1744 0.0049 -1.8253
H -1.2767 -1.6807 0.1707
C 0.4734 2.8630 -3.3056
C 1.8909 2.5473 -3.7065
O 2.8013 3.4707 -3.1234
H 0.4047 3.0641 -2.2326
H -0.2118 2.0452 -3.5320
H 0.1952 3.7839 -3.8198
H 1.9795 2.7102 -4.7895
H 2.2000 1.5131 -3.5209
H 3.2196 2.9981 -2.3803
```

## Properties
SMILES string: CC(C)O.CCOCC.CCOCC.CCOCC.CCOCC.CCOCC.CCO.CCO.CCO.CCO.CCO
Spin multiplicity: 1
Frontier orbital gap, eV: 10.0

=====

y.
This record from OMol25 describes a cluster of 11 separate species, C33H88O11 in total. The level of theory is ωB97M-V with the def2-TZVPD basis set.

```
132
Properties=species:S:1:pos:R:3
C 29.1047 18.0969 -2.1053
C 30.3832 18.0733 -3.0444
C 29.9765 17.8862 -4.5106
O 31.0624 19.2833 -2.9572
H 29.4803 18.1562 -1.0838
H 28.6159 17.1248 -2.1712
H 28.4822 18.9192 -2.4580
H 31.1127 17.3224 -2.7406
H 30.8439 17.9412 -5.1685
H 29.2913 18.6884 -4.7847
H 29.4112 16.9760 -4.7106
H 30.5791 19.9868 -3.3967
C 25.3388 12.0764 -3.0150
C 26.6581 11.4807 -3.5834
C 26.6181 10.0187 -3.5377
O 26.7178 11.8891 -4.9234
H 25.2856 11.8312 -1.9543
H 24.4174 11.7157 -3.4723
H 25.3198 13.1660 -3.0367
H 27.5157 11.8968 -3.0546
H 25.8916 9.6366 -4.2548
H 26.2136 9.6260 -2.6049
H 27.5498 9.4931 -3.7471
H 25.9437 11.5356 -5.3677
C 33.9850 11.5667 2.1026
C 33.8874 10.6291 0.9245
C 32.9481 11.1602 -0.1622
O 35.1672 10.4418 0.4161
H 34.4088 11.0600 2.9696
H 33.0521 12.0401 2.4089
H 34.5498 12.4799 1.9147
H 33.3912 9.7151 1.2509
H 33.2420 12.2076 -0.2314
H 31.8980 11.1898 0.1286
H 33.0005 10.7606 -1.1749
H 35.5216 11.2446 0.0267
C 28.6107 22.5797 -11.3319
C 29.1559 24.0203 -11.0955
C 29.1107 24.8642 -12.3845
O 28.2127 24.5952 -10.1853
H 28.1957 22.1991 -10.3986
H 29.3071 21.8306 -11.7085
H 27.7293 22.6192 -11.9720
H 30.1310 23.9675 -10.6113
H 29.4220 25.8835 -12.1561
H 28.1485 24.9272 -12.8928
H 29.8255 24.4855 -13.1151
H 28.3324 25.5474 -10.1625
C 29.0337 16.5450 7.4326
C 29.8360 16.1407 6.2208
C 31.2819 16.0819 6.4422
O 29.4049 14.8740 5.7881
H 29.2451 17.5496 7.7991
H 29.3987 15.9132 8.2423
H 27.9891 16.4233 7.1460
H 29.6341 16.8234 5.3954
H 31.6974 16.1087 5.4349
H 31.6406 15.1502 6.8798
H 31.6325 16.9525 6.9966
H 28.4502 14.7824 5.7482
C 23.7480 17.8407 -6.4747
C 22.3907 17.5206 -7.1421
C 21.5395 16.4609 -6.3994
O 21.7748 18.7920 -7.1256
H 24.5063 17.0926 -6.7060
H 23.5657 17.8281 -5.4002
H 24.2874 18.7425 -6.7644
H 22.5560 17.1927 -8.1683
H 21.6642 16.5523 -5.3204
H 21.7301 15.4297 -6.6968
H 20.4744 16.6738 -6.4900
H 22.3841 19.4542 -7.4600
C 26.6337 24.8585 -3.4332
C 28.1061 24.9639 -3.2800
C 28.6841 24.6659 -1.8646
O 28.7492 24.0003 -4.1598
H 26.1494 25.4184 -2.6332
H 26.1962 23.8620 -3.4950
H 26.3444 25.3664 -4.3533
H 28.5435 25.9085 -3.6032
H 28.3558 25.3095 -1.0485
H 29.7739 24.6851 -1.8666
H 28.3569 23.6676 -1.5740
H 28.3366 23.9362 -5.0242
C 34.9688 24.6483 -7.3574
C 35.3215 23.2123 -7.0481
C 34.3263 22.2278 -7.6459
O 36.5100 22.9517 -7.7289
H 35.7219 25.3759 -7.0548
H 34.0535 24.8999 -6.8217
H 34.8166 24.8720 -8.4133
H 35.4727 23.0911 -5.9755
H 34.5296 21.2236 -7.2741
H 34.3655 22.2818 -8.7338
H 33.3322 22.4303 -7.2473
H 37.2151 23.5098 -7.3927
C 36.1379 18.9800 2.6392
C 34.9456 19.2967 1.6628
C 34.4069 20.7186 1.9795
O 35.3950 19.2449 0.3158
H 36.6617 18.0565 2.3923
H 35.6839 18.7804 3.6099
H 36.9116 19.7400 2.7473
H 34.1518 18.5526 1.7269
H 35.1476 21.5180 1.9987
H 33.8800 20.8162 2.9287
H 33.6618 20.9622 1.2221
H 34.6607 19.2561 -0.3025
C 24.2811 14.2134 2.9698
C 23.5250 13.7093 4.1768
C 22.6972 12.4340 3.8541
O 24.4337 13.3475 5.1848
H 24.9142 15.0836 3.1429
H 23.5896 14.4035 2.1490
H 25.0356 13.4772 2.6925
H 22.9911 14.6192 4.4509
H 21.9702 12.5753 3.0544
H 22.0845 12.2088 4.7270
H 23.3707 11.6049 3.6366
H 23.9361 12.9167 5.8837
C 33.2144 16.2037 -11.1096
C 33.7628 16.2243 -12.5031
C 33.6710 17.6316 -13.0998
O 35.1754 15.9650 -12.4223
H 32.1662 16.4920 -11.1886
H 33.7502 16.8419 -10.4070
H 33.1032 15.2027 -10.6927
H 33.2584 15.5011 -13.1441
H 34.1657 18.3277 -12.4223
H 32.5982 17.8237 -13.1149
H 34.0356 17.7778 -14.1166
H 35.6374 16.6676 -11.9591
```

## Properties
SMILES string: CC(C)O.CC(C)O.CC(C)O.CC(C)O.CC(C)O.CC(C)O.CC(C)O.CC(C)O.CC(C)O.CC(C)O.CC(C)O
Spin multiplicity: 1
Frontier orbital gap, eV: 10.2

=====

The most stable arrangement is w, and the next structure is 1.791 eV less stable.

=====

w.
This record from OMol25 describes a cluster of 2 separate species, C3H3F3O in total. The level of theory is ωB97M-V with the def2-TZVPD basis set.

```
10
Properties=species:S:1:pos:R:3
C 0.3527 0.2824 1.4287
C -0.8431 0.0880 -1.2979
C 0.5650 -0.9080 0.9098
O -0.2416 1.0951 -1.8535
F -2.0926 0.5063 -1.1428
F 1.4837 -1.2724 0.0257
F -0.2523 -1.9984 1.2304
H 0.9446 1.0351 1.0352
H -0.6105 0.3866 1.8793
H 0.6940 0.7852 -2.2149
```

## Properties
Expectation value of S²: 2.00
Spin multiplicity: 3
Frontier orbital gap (spin up / spin down), eV: 7.4 / 8.6

=====

x.
This record from OMol25 describes a cluster of 2 separate species, C3H3F3O in total. The level of theory is ωB97M-V with the def2-TZVPD basis set.

```
10
Properties=species:S:1:pos:R:3
C -0.6787 -0.7625 -1.1230
C -1.1323 -1.1696 0.2040
C 0.5326 1.1702 2.8406
O 0.1082 1.0053 1.7695
F -0.1924 -1.4160 1.0815
F 1.7473 1.6003 3.0638
F -1.7237 -0.2014 -1.7992
H -0.4348 -1.8974 -1.4346
H 0.2795 -0.1087 -1.3662
H 0.0820 0.8424 3.7183
```

## Properties
Expectation value of S²: 2.00
Spin multiplicity: 3
Frontier orbital gap (spin up / spin down), eV: 8.8 / 10.8

=====

The most stable arrangement is x, and the next structure is 0.706 eV less stable.

=====

w.
This record from OMol25 describes a cluster of 3 separate species, C4H14O2 in total. The level of theory is ωB97M-V with the def2-TZVPD basis set.

```
20
Properties=species:S:1:pos:R:3
C -3.5583 1.2302 -1.0411
C -2.4297 0.1290 -1.3074
C -1.1203 0.3958 -0.5234
C -1.3851 0.8124 0.9761
H -3.0401 2.1921 -1.0585
H -4.2644 1.1453 -1.8574
H -3.7291 1.0683 0.0174
H -2.8674 -0.8683 -1.2222
H -2.2887 0.1838 -2.3931
H -0.6813 1.3119 -0.9174
H -0.4856 -0.4800 -0.6258
H -1.0997 -0.0920 1.5365
H -0.8067 1.6953 1.2083
H -2.3983 0.8065 1.3794
O 6.3570 -0.0073 0.1387
H 6.9112 0.4649 0.7864
H 6.1740 -0.8309 0.5747
O 3.6378 -3.3952 1.4748
H 4.1246 -2.7204 1.9484
H 2.9501 -3.0413 0.9057
```

## Properties
SMILES string: CCCC.O.O
Spin multiplicity: 1
Frontier orbital gap, eV: 11.3

=====

x.
This record from OMol25 describes a cluster of 3 separate species, C4H14O2 in total. The level of theory is ωB97M-V with the def2-TZVPD basis set.

```
20
Properties=species:S:1:pos:R:3
C -3.6155 -0.4418 0.0145
C -2.3878 -0.9278 -0.7616
C -0.8718 -0.5901 -0.2498
C -0.1860 -2.0804 0.1268
H -3.7439 -0.5956 1.0987
H -4.4443 -0.8497 -0.5681
H -3.8673 0.7396 -0.1240
H -2.4487 -0.6001 -1.8677
H -2.4664 -1.9553 -0.9840
H -0.2552 -0.0789 -0.9999
H -0.8575 0.1380 0.4884
H -0.8095 -2.5462 0.8927
H 0.7748 -1.7227 0.4357
H 0.1279 -2.5108 -0.7792
O 1.9728 6.5363 0.6465
H 2.1313 6.5783 1.5643
H 1.0517 6.8023 0.6395
O 6.7188 -2.1670 0.4648
H 7.3068 -1.5083 0.0006
H 5.8699 -2.2196 -0.0381
```

## Properties
SMILES string: CCCC.O.O
Spin multiplicity: 1
Frontier orbital gap, eV: 11.2

=====

The most stable arrangement is w, and the next structure is 0.687 eV less stable.